No. 1
# C3H7N3OS

A single C3H7N3OS molecule (wB97M-V/def2-TZVPD, the Open Molecules 2025 dataset).

Geometry as XYZ:
```
15
Properties=species:S:1:pos:R:3:forces:R:3
C 0.896 -0.925 -1.871 0.16 0.14 0.12
C 0.889 -0.652 0.433 -0.37 -0.02 -0.11
C -0.601 -0.408 0.661 -0.10 -0.58 -0.41
H -0.094 -2.443 -2.745 -0.11 -0.05 0.43
H -0.449 -2.226 -1.061 -0.31 -0.19 0.14
H 1.234 -0.619 -2.858 -0.06 -0.09 -0.07
H 1.077 -1.723 0.546 -0.11 -0.03 0.07
H 1.475 -0.115 1.160 0.20 0.21 0.28
H -2.026 0.986 0.913 0.87 0.02 0.04
H 0.341 2.388 -0.189 -0.03 -0.05 -0.11
N 0.178 -2.094 -1.835 0.50 0.49 -0.59
N 1.265 -0.178 -0.897 -0.23 -0.29 -0.12
N -1.003 0.867 0.949 -0.77 0.10 -0.03
O -1.439 -1.289 0.479 0.46 0.48 0.20
S -0.014 2.238 1.096 -0.10 -0.11 0.17
```
Positions in Å, forces in eV/Å.

Values from the calculation:
- energy (a.u.) = -756.20676
- net charge = 0
- F_max (hartree/bohr) = 0.0178
- molar mass (g mol⁻¹) = 133.18
- frontier orbital gap (Eh) = 0.36369

Let us look at the natural (NBO) charges, expressed in e, one per atom:
1 C 0.29
2 C -0.37
3 C 0.68
4 H 0.39
5 H 0.42
6 H 0.17
7 H 0.21
8 H 0.22
9 H 0.41
10 H 0.12
11 N -0.84
12 N -0.51
13 N -0.77
14 O -0.64
15 S 0.20



No. 2
# C3H7N3S

A single C3H7N3S molecule (wB97M-V/def2-TZVPD, the Open Molecules 2025 dataset).

Geometry as XYZ:
```
14
Properties=species:S:1:pos:R:3:forces:R:3
C 2.859 -0.624 0.627 1.70 -0.78 1.39
C 0.289 0.872 0.057 -2.82 -0.75 0.53
C -1.512 -0.835 -0.215 0.91 1.30 0.17
H 3.609 0.100 1.137 -0.84 -1.12 -1.09
H 3.386 -1.671 0.388 -1.18 2.50 0.30
H 2.127 -0.799 1.463 0.36 -0.06 -1.08
H 2.842 0.313 -1.308 -1.01 -1.17 2.10
H -0.445 1.562 0.610 1.23 -1.02 -1.36
H 0.536 -0.948 -0.848 -0.88 0.42 0.87
H -1.537 -1.901 -0.409 -0.59 -0.13 -0.16
N 2.177 -0.049 -0.530 2.27 0.67 -2.59
N 1.499 1.144 -0.125 0.76 0.39 0.77
N -0.206 -0.415 -0.335 -0.54 0.66 0.31
S -2.789 0.131 0.193 0.63 -0.92 -0.16
```
Positions in Å, forces in eV/Å.

Values from the calculation:
- energy (a.u.) = -680.88524
- net charge = 0
- F_max (hartree/bohr) = 0.0683
- molar mass (g mol⁻¹) = 117.18
- frontier orbital gap (Eh) = 0.32428

Let us look at the natural (NBO) charges, expressed in e, one per atom:
1 C -0.44
2 C 0.26
3 C -0.05
4 H 0.19
5 H 0.21
6 H 0.21
7 H 0.38
8 H 0.23
9 H 0.45
10 H 0.19
11 N -0.55
12 N -0.32
13 N -0.65
14 S -0.12



No. 3
# C3H7N3S

A single C3H7N3S molecule (wB97M-V/def2-TZVPD, the Open Molecules 2025 dataset).

Geometry as XYZ:
```
14
Properties=species:S:1:pos:R:3:forces:R:3
C 0.895 -0.255 1.034 2.56 2.12 0.97
C 0.136 1.383 -0.499 0.11 -2.57 -5.15
C -0.135 -0.925 -1.341 -1.65 0.79 -2.01
H 1.800 -0.081 1.874 -3.00 -1.45 -1.59
H -0.237 -0.504 1.247 2.79 -0.11 0.27
H 1.370 -0.832 0.177 -0.73 0.46 1.57
H 0.879 1.942 1.339 -0.15 -1.98 -2.45
H 0.058 2.378 -0.681 -1.07 3.07 -0.96
H 0.520 -1.373 -2.228 -1.33 0.07 2.58
H -2.745 -1.458 0.899 0.73 2.21 -1.99
N 0.871 1.188 0.536 0.41 -1.09 5.31
N -0.083 0.561 -1.558 -0.47 -1.35 3.41
N -1.127 -1.582 -0.690 3.91 1.77 -3.13
S -2.201 -0.444 -0.109 -2.11 -1.96 3.16
```
Positions in Å, forces in eV/Å.

Values from the calculation:
- energy (a.u.) = -680.81094
- net charge = 0
- F_max (hartree/bohr) = 0.1120
- molar mass (g mol⁻¹) = 117.18
- frontier orbital gap (Eh) = 0.31532

Let us look at the natural (NBO) charges, expressed in e, one per atom:
1 C -0.47
2 C 0.31
3 C 0.18
4 H 0.22
5 H 0.25
6 H 0.23
7 H 0.40
8 H 0.18
9 H 0.22
10 H 0.13
11 N -0.57
12 N -0.59
13 N -0.65
14 S 0.17



No. 4
# C3H7N3S

A 2-piece molecular cluster, C3H7N3S overall (wB97M-V/def2-TZVPD, the Open Molecules 2025 dataset).

Geometry as XYZ:
```
14
Properties=species:S:1:pos:R:3:forces:R:3
C -0.656 -0.714 0.676 -1.65 0.86 -2.34
C 0.456 0.120 0.141 -1.13 0.97 -0.45
C -0.730 0.250 -2.103 2.33 -0.30 -0.62
H 0.132 -0.970 2.876 -3.77 0.73 -3.81
H -1.828 0.016 2.779 3.85 -3.08 -2.82
H -0.311 -1.571 -0.060 -1.31 -0.07 2.15
H -1.691 -0.307 0.071 2.82 -1.02 2.65
H 1.293 0.698 -1.560 -1.56 -0.05 -0.16
H -0.449 0.631 -3.072 0.12 0.75 -0.21
H -2.106 -0.957 -1.257 0.86 1.30 -1.81
N -0.849 -0.926 2.093 -0.23 1.49 4.63
N 0.364 0.357 -1.230 1.37 0.13 0.99
N -1.807 -0.364 -2.097 -2.67 -1.92 1.45
S 1.662 0.691 1.036 0.95 0.21 0.34
```
Positions in Å, forces in eV/Å.

Values from the calculation:
- energy (a.u.) = -680.77780
- net charge = 0
- F_max (hartree/bohr) = 0.1105
- molar mass (g mol⁻¹) = 117.18
- frontier orbital gap (Eh) = 0.32879

Let us look at the natural (NBO) charges, expressed in e, one per atom:
1 C -0.31
2 C 0.07
3 C 0.28
4 H 0.42
5 H 0.36
6 H 0.22
7 H 0.22
8 H 0.43
9 H 0.17
10 H 0.35
11 N -0.86
12 N -0.64
13 N -0.65
14 S -0.07



No. 5
# C3H7N3S2

A single C3H7N3S2 molecule (wB97M-V/def2-TZVPD, the Open Molecules 2025 dataset).

Geometry as XYZ:
```
15
Properties=species:S:1:pos:R:3:forces:R:3
C -3.423 0.071 -0.611 0.31 -0.24 -0.58
C 0.069 1.307 0.518 -0.66 -3.93 2.00
C 1.807 -1.042 -0.278 -0.16 0.32 1.66
H -3.287 0.359 -1.744 -0.84 -0.39 2.42
H -3.681 0.899 0.112 -0.16 -0.81 -1.30
H -4.053 -0.863 -0.426 0.43 1.48 -0.58
H 0.551 2.233 0.787 -0.23 0.44 -0.60
H 1.548 0.357 1.940 -2.74 0.07 -2.31
H 0.123 -1.839 0.873 2.08 2.36 -0.43
H 2.066 -2.093 -0.413 0.12 0.22 -1.03
N -1.053 1.086 -0.033 0.01 0.31 -0.63
N 0.646 0.169 1.283 1.39 3.21 3.42
N 0.819 -1.000 0.690 0.00 -2.96 -1.99
S -1.815 -0.512 -0.048 0.86 1.56 0.06
S 2.636 0.334 -0.732 -0.39 -1.65 -0.10
```
Positions in Å, forces in eV/Å.

Values from the calculation:
- energy (a.u.) = -1079.03546
- net charge = 0
- F_max (hartree/bohr) = 0.0951
- molar mass (g mol⁻¹) = 149.24
- frontier orbital gap (Eh) = 0.32103

Let us look at the natural (NBO) charges, expressed in e, one per atom:
1 C -0.76
2 C 0.25
3 C -0.08
4 H 0.24
5 H 0.24
6 H 0.23
7 H 0.21
8 H 0.38
9 H 0.42
10 H 0.20
11 N -0.60
12 N -0.50
13 N -0.43
14 S 0.33
15 S -0.13



No. 6
# C3H7N4

An isolated ion of composition C3H7N4 and charge +1 (wB97M-V/def2-TZVPD, the Open Molecules 2025 dataset).

Geometry as XYZ:
```
14
Properties=species:S:1:pos:R:3:forces:R:3
C 0.024 0.939 2.124 -1.55 2.35 1.19
C -0.332 0.739 -0.059 -0.96 0.09 -0.04
C 0.928 -1.560 -0.085 -2.00 0.70 1.57
N 0.448 -0.180 1.757 1.58 -1.67 1.33
N 0.303 -0.304 0.433 0.51 -0.58 0.78
N -0.526 1.603 0.990 -0.52 1.54 0.96
N -0.882 0.740 -1.324 1.56 -0.38 0.40
H -0.010 1.276 3.240 0.04 -0.36 -2.59
H 1.952 -1.392 -0.175 1.73 0.30 -0.10
H 0.501 -1.656 -1.054 -0.36 -1.28 -0.65
H 0.742 -2.295 0.762 -0.05 0.53 -1.78
H -1.010 2.578 1.079 1.14 -2.68 -0.84
H -0.440 -0.025 -1.885 -0.78 1.11 0.42
H -0.724 1.636 -1.750 -0.33 0.33 -0.66
```
Positions in Å, forces in eV/Å.

Values from the calculation:
- energy (a.u.) = -337.26906
- net charge = +1
- F_max (hartree/bohr) = 0.0594
- molar mass (g mol⁻¹) = 99.12
- frontier orbital gap (Eh) = 0.42115

Let us look at the natural (NBO) charges, expressed in e, one per atom:
1 C 0.20
2 C 0.59
3 C -0.39
4 N -0.24
5 N -0.16
6 N -0.55
7 N -0.75
8 H 0.28
9 H 0.23
10 H 0.21
11 H 0.27
12 H 0.48
13 H 0.41
14 H 0.41



Question: Which of these has the highest frontier orbital gap?
Answer: C3H7N4